{
  "formula": "C6H10O",
  "method": "ωB97M-V with the def2-TZVPD basis set",
  "homo_lumo_gap_ev": 10.615,
  "charge": 0,
  "smiles": "C#CC(C)(C)OC",
  "homo_ev": -9.64,
  "e_above_lowest_kj_mol": 238.98,
  "elements": ["C", "C", "C", "C", "C", "O", "C", "H", "H", "H", "H", "H", "H", "H", "H", "H", "H"],
  "positions_angstrom": [[-0.262, -0.181, -2.310], [-0.550, -0.343, -1.149], [-0.358, -0.211, 0.302], [-1.492, 0.569, 0.970], [-0.140, -1.568, 0.972], [0.862, 0.564, 0.544], [1.687, 1.044, -0.495], [0.020, -0.026, -3.330], [-1.175, 0.811, 1.988], [-2.424, -0.006, 1.019], [-1.678, 1.502, 0.430], [-1.059, -2.162, 1.025], [0.224, -1.385, 1.987], [0.617, -2.131, 0.421], [1.772, 2.136, -0.448], [2.685, 0.591, -0.453], [1.271, 0.796, -1.474]],
  "forces_ev_per_a": [[-0.6, -0.4, 0.2], [0.3, 0.2, -0.5], [0.1, 0.1, 0.0], [0.0, 0.1, 0.0], [0.1, 0.0, 0.0], [-0.2, -0.1, 0.0], [0.1, 0.1, -0.3], [-0.3, -0.2, 0.1], [-0.1, 0.0, -0.1], [0.2, 0.0, -0.1], [0.0, -0.1, 0.1], [0.1, 0.2, -0.1], [-0.1, 0.0, -0.1], [-0.1, 0.0, 0.1], [0.0, -0.2, 0.2], [-0.1, 0.1, 0.3], [0.4, 0.3, 0.2]]
}

{
  "formula": "C5H8O",
  "method": "ωB97M-V with the def2-TZVPD basis set",
  "homo_lumo_gap_ev": 10.458,
  "charge": 0,
  "smiles": "CCC#CCO",
  "homo_ev": -9.55,
  "e_above_lowest_kj_mol": 208.80,
  "elements": ["C", "C", "C", "C", "C", "O", "H", "H", "H", "H", "H", "H", "H", "H"],
  "positions_angstrom": [[-2.265, 0.889, -0.235], [-1.467, -0.368, -0.579], [-0.017, -0.231, -0.438], [1.164, -0.292, -0.205], [2.503, -0.602, 0.304], [3.040, 0.390, 1.155], [-1.979, 1.732, -0.871], [-3.332, 0.696, -0.374], [-2.101, 1.177, 0.808], [-1.754, -1.175, 0.105], [-1.706, -0.716, -1.590], [3.217, -0.757, -0.508], [2.396, -1.563, 0.831], [2.299, 0.821, 1.597]],
  "forces_ev_per_a": [[0.0, 0.1, 0.0], [-0.1, -0.1, 0.0], [0.4, -0.1, 0.2], [-0.5, -0.1, 0.0], [0.0, -0.3, -0.2], [-0.1, 0.2, 0.1], [0.0, -0.1, 0.1], [0.1, 0.1, 0.0], [0.0, 0.0, -0.2], [-0.1, 0.1, -0.1], [0.0, 0.1, 0.1], [-0.1, 0.1, 0.1], [0.2, 0.1, 0.0], [0.2, 0.0, 0.0]]
}

{
  "formula": "CH7O2",
  "method": "ωB97M-V with the def2-TZVPD basis set",
  "homo_lumo_gap_ev": 13.675,
  "charge": 1,
  "homo_ev": -17.54,
  "e_above_lowest_kj_mol": 67.41,
  "elements": ["O", "H", "H", "H", "C", "O", "H", "H", "H", "H"],
  "positions_angstrom": [[1.349, 0.478, -1.126], [2.037, 1.064, -0.730], [1.733, 0.257, -1.981], [-0.008, 0.490, -0.425], [-0.700, -0.801, 1.214], [-0.848, 0.184, 0.067], [-0.685, -0.208, 2.136], [0.388, -0.908, 1.192], [-1.579, -1.424, 1.127], [-1.724, 0.260, -0.328]],
  "forces_ev_per_a": [[1.1, 1.0, 0.8], [-0.7, -0.5, -0.2], [-0.4, -0.3, -0.3], [0.0, -0.5, -0.6], [1.0, 2.9, 0.3], [-0.3, 0.1, 0.9], [-1.1, 0.1, -0.2], [-0.4, -2.1, -0.6], [0.8, -1.0, 0.1], [0.1, 0.2, -0.2]]
}

{
  "formula": "C5H6O3",
  "method": "ωB97M-V with the def2-TZVPD basis set",
  "homo_lumo_gap_ev": 10.168,
  "charge": 0,
  "smiles": "O=C1C=CCOCO1",
  "homo_ev": -9.74,
  "e_above_lowest_kj_mol": 466.24,
  "elements": ["O", "C", "C", "C", "C", "O", "C", "O", "H", "H", "H", "H", "H", "H"],
  "positions_angstrom": [[1.403, 0.943, 2.378], [0.797, 0.643, 1.352], [1.341, -0.780, 0.554], [0.463, -1.559, -0.255], [-0.532, -0.649, -1.052], [-0.215, 0.688, -1.047], [-0.768, 1.480, -0.200], [-0.466, 1.179, 1.267], [2.255, -1.430, 0.818], [0.173, -2.814, -0.507], [-0.175, -0.776, -2.062], [-1.631, -0.936, -0.840], [-0.718, 2.676, -0.376], [-1.927, 1.334, -0.031]],
  "forces_ev_per_a": [[-0.4, -0.8, -2.6], [1.7, -1.6, 3.5], [-2.2, -3.0, -1.2], [-0.7, 1.7, 0.9], [-0.2, -2.9, 0.1], [1.4, 1.0, -0.9], [-5.7, 3.7, 4.2], [2.2, -0.6, -3.3], [-1.3, 2.1, 0.7], [1.9, 4.0, 0.9], [-0.9, -1.5, -0.8], [1.5, 0.9, -0.6], [0.9, -3.0, 0.2], [1.7, 0.1, -1.1]]
}

{
  "formula": "C10H19NO7P2SSiV",
  "method": "ωB97M-V with the def2-TZVPD basis set",
  "homo_lumo_gap_ev": [6.167, 8.582],
  "spin_multiplicity": 2,
  "charge": 2,
  "homo_ev": [-15.99, -16.00],
  "s_squared": 1.156,
  "elements": ["V", "C", "C", "O", "P", "O", "O", "O", "P", "O", "O", "O", "H", "H", "H", "H", "H", "H", "H", "C", "Si", "C", "C", "C", "C", "C", "C", "N", "C", "S", "H", "H", "H", "H", "H", "H", "H", "H", "H", "H", "H", "H"],
  "positions_angstrom": [[0.846, -0.899, -0.138], [4.266, -2.163, 2.621], [3.306, -2.519, 1.484], [3.510, -3.828, 0.966], [3.666, -1.469, 0.030], [4.985, -1.893, -0.646], [3.834, 0.017, 0.456], [2.437, -1.487, -0.919], [1.543, -2.435, 2.092], [0.722, -3.174, 0.913], [1.403, -2.847, 3.469], [1.025, -0.959, 1.627], [5.302, -2.268, 2.295], [4.082, -2.840, 3.457], [4.097, -1.151, 2.988], [3.889, -4.396, 1.653], [5.106, -2.810, -0.941], [4.704, 0.415, 0.612], [0.527, -4.119, 0.981], [-1.681, 3.544, -2.525], [-2.661, 2.975, -1.058], [-4.483, 3.219, -1.270], [-2.046, 3.693, 0.541], [-2.394, 1.058, -0.945], [-3.471, 0.168, -1.037], [-3.324, -1.220, -0.970], [-2.068, -1.752, -0.806], [-1.013, -0.922, -0.730], [-1.176, 0.423, -0.788], [0.428, 1.197, -0.596], [-1.807, 4.624, -2.642], [-2.033, 3.078, -3.448], [-0.607, 3.364, -2.448], [-4.691, 4.289, -1.345], [-5.069, 2.847, -0.428], [-4.865, 2.764, -2.187], [-2.194, 4.775, 0.527], [-0.982, 3.521, 0.714], [-2.599, 3.299, 1.396], [-4.470, 0.567, -1.165], [-4.181, -1.875, -1.045], [-1.864, -2.812, -0.746]],
  "forces_ev_per_a": [[-0.7, -0.5, -0.1], [-0.1, -0.1, 0.0], [0.2, 0.1, 0.2], [0.0, -0.1, 0.0], [-0.7, -0.1, -0.3], [0.1, -0.1, -0.1], [0.1, 0.1, 0.0], [0.7, 0.0, 0.5], [0.0, 0.8, -0.5], [-0.1, 0.1, 0.0], [-0.2, -0.1, 0.0], [0.8, -0.4, 0.5], [0.0, 0.0, 0.0], [0.0, 0.0, 0.0], [0.0, 0.0, 0.0], [0.0, 0.0, 0.0], [0.0, 0.0, 0.0], [0.0, -0.1, 0.0], [0.2, -0.1, 0.0], [0.0, 0.1, -0.2], [0.1, 0.0, 0.1], [-0.1, 0.0, -0.1], [0.0, 0.0, 0.1], [-0.2, 0.0, 0.0], [-0.1, -0.1, 0.0], [-0.1, 0.1, 0.0], [0.3, 0.2, 0.0], [-0.3, -0.2, 0.0], [0.3, 0.2, -0.2], [-0.5, 0.2, 0.0], [0.0, 0.0, 0.0], [0.0, 0.0, 0.0], [0.0, 0.0, 0.1], [0.0, 0.0, 0.0], [0.0, 0.0, 0.0], [0.0, 0.0, 0.0], [0.0, 0.0, 0.0], [0.0, 0.0, 0.0], [0.0, 0.0, 0.0], [0.0, 0.0, 0.0], [0.0, 0.0, 0.0], [0.0, 0.0, 0.0]]
}

Number 1: strongest force on any atom 0.0146 Eh/bohr, electronic energy -309.75135 Eh. Number 2: strongest force on any atom 0.0098 Eh/bohr, electronic energy -270.47837 Eh. Number 3: strongest force on any atom 0.0601 Eh/bohr, electronic energy -192.46123 Eh. Number 4: strongest force on any atom 0.1557 Eh/bohr, electronic energy -419.66182 Eh. Number 5: strongest force on any atom 0.0192 Eh/bohr, electronic energy -3287.98783 Eh.